C15H19AuCl3F4N4O2S | ωB97M-V/def2-TZVPD

```
49
Properties=species:S:1:pos:R:3:forces:R:3:mulliken_spin:R:1
Au -0.109356 0.015023 0.371366 0.423 0.348 0.052 0.468
C 1.446840 2.778795 0.700413 -0.021 0.034 -0.096 -0.008
N 0.242134 2.217504 0.063106 -0.142 -0.075 0.248 0.126
C 0.303823 2.470168 -1.390917 0.020 -0.028 0.011 -0.003
C -0.955801 2.836480 0.679674 0.073 0.001 -0.088 0.022
C -2.242432 2.295466 0.095331 -0.066 -0.181 -0.032 -0.087
N -2.254915 0.844644 0.242328 -0.107 0.092 -0.263 0.615
C -3.368674 0.132339 0.037552 0.145 -0.003 0.216 0.051
C -3.485678 -1.130428 0.693155 0.145 0.030 -0.001 0.146
F -2.582025 -1.470891 1.589544 -0.071 0.078 0.071 0.017
C -4.577822 -1.941301 0.499271 -0.037 -0.136 0.051 -0.079
F -4.644852 -3.092629 1.156990 -0.026 0.021 -0.032 -0.007
C -5.609577 -1.554838 -0.333033 -0.128 0.012 -0.045 0.230
C -5.538743 -0.316245 -0.963591 -0.075 -0.128 -0.029 -0.070
F -6.514064 0.063438 -1.781236 -0.030 -0.018 0.004 -0.007
C -4.471372 0.518482 -0.777292 0.087 0.079 0.002 0.142
F -4.426527 1.663828 -1.455236 0.041 0.066 0.038 0.014
H 1.486439 3.857095 0.514064 0.014 -0.019 0.013 -0.002
H 2.334580 2.311503 0.279097 -0.022 -0.019 0.012 -0.001
H 1.425629 2.593269 1.769699 -0.020 -0.030 0.037 0.004
H 0.253759 3.545894 -1.590073 0.002 -0.009 0.002 0.003
H -0.508854 1.969209 -1.912475 0.004 0.008 0.031 0.006
H 1.244610 2.082101 -1.775123 0.005 -0.012 0.008 -0.001
H -0.926038 3.923319 0.550797 0.040 0.023 -0.035 0.001
H -0.916550 2.616688 1.746806 0.014 0.036 0.022 0.005
H -2.354315 2.590632 -0.948251 0.009 -0.032 -0.076 0.025
H -3.084601 2.741937 0.628665 -0.045 -0.036 0.012 0.027
H -6.471569 -2.194102 -0.476568 0.045 0.025 -0.012 0.012
C 4.368524 -1.156542 -1.410783 -0.112 0.052 0.093 0.001
N 3.216323 -0.905350 -0.551524 0.145 0.045 -0.253 0.001
C 3.305989 -0.504967 0.702390 -0.027 -0.019 0.174 -0.025
S 1.902383 -0.402787 1.719974 0.030 -0.037 -0.162 0.259
N 4.509991 -0.220840 1.202947 -0.048 0.126 0.199 0.008
C 4.814213 0.266006 2.550120 -0.021 -0.083 -0.168 0.007
H 4.003648 -1.612844 -2.325103 -0.011 -0.010 -0.018 0.000
H 5.070820 -1.849870 -0.942155 -0.010 -0.027 -0.005 0.000
H 4.889011 -0.232106 -1.670577 -0.020 0.008 0.030 0.000
H 2.318067 -1.283327 -0.865562 -0.067 -0.079 0.022 0.004
H 5.296617 -0.344713 0.586583 0.033 -0.027 -0.001 -0.003
H 3.937564 0.178173 3.180597 -0.044 -0.012 0.006 -0.004
H 5.131567 1.307117 2.519362 -0.014 0.025 -0.030 0.000
H 5.612494 -0.335384 2.979321 -0.002 -0.026 -0.022 0.001
Cl -1.822576 -4.059026 -2.032072 -0.004 0.040 -0.003 0.000
C -0.465479 -4.158071 -0.880751 0.006 -0.009 0.049 0.006
Cl 0.759637 -5.253527 -1.503105 0.004 0.061 -0.018 0.003
Cl -1.051549 -4.754415 0.673716 0.002 0.031 0.009 0.000
C 0.085245 -2.703888 -0.750323 -0.083 0.256 -0.167 0.002
O 1.057667 -2.366394 -1.411383 -0.091 -0.029 0.208 0.001
O -0.634188 -1.974626 0.014265 0.057 -0.416 -0.063 0.093
```
Forces are in eV/Å.

Multiplicity: 3
Net charge: +1
Highest occupied orbital energy (alpha / beta) (eV): -11.10 / -12.11
Molar mass (Da): 698.73
LUMO level (alpha / beta) (hartree): -0.080 / -0.203
Kohn-Sham gap (alpha / beta) (eV): 8.930 / 6.581
Calculated total energy (Ha): -3266.13509

***

C4H8O4S | ωB97M-V/def2-TZVPD

```
17
Properties=species:S:1:pos:R:3:forces:R:3:lowdin_charge:R:1
C 0.398032 -0.749758 0.722252 1.600 -2.402 0.367 -0.265
C 0.887923 0.663472 0.814764 2.027 0.169 0.535 -0.233
C -0.906172 -0.843324 0.043533 0.397 1.798 -3.345 -0.187
C -0.668228 0.952264 -1.583305 1.352 -2.228 3.037 -0.251
O 1.986191 0.533834 -1.610092 0.112 -1.070 0.239 -0.312
O 1.145211 2.741465 -0.891130 -0.288 -1.613 0.518 -0.348
O -1.118383 -1.947979 -0.743169 1.460 0.768 -0.242 -0.010
O -1.495468 1.982283 -1.191666 -3.160 -5.197 -0.823 -0.022
S 0.976350 1.271808 -0.909460 -1.757 2.921 -0.646 0.663
H 1.274016 -1.393620 0.288695 -1.943 0.919 0.344 0.158
H 0.057560 -1.298608 1.654892 1.255 0.932 -0.121 0.149
H 0.379324 1.225431 1.628480 0.234 0.307 -1.220 0.126
H 2.019584 0.711636 0.948496 -1.371 -0.196 0.631 0.121
H -1.684058 -0.405769 0.688585 -0.389 -0.691 -0.946 0.147
H -0.595653 0.426336 -2.563011 -0.624 0.876 0.528 0.111
H -0.272001 -1.974253 -1.314478 -1.947 -0.328 1.244 0.155
H -1.011994 2.721003 -1.210056 3.042 5.036 -0.099 -0.001
```
Forces are in eV/Å.

Highest occupied orbital energy (alpha / beta) (eV): -8.37 / -8.37
ΔE to the lowest compared entry with this formula, charge and spin (kcal/mol): 87.9
Molar mass (Da): 152.17
LUMO level (alpha / beta) (hartree): 0.005 / 0.005
Kohn-Sham gap (alpha / beta) (eV): 8.521 / 8.520
Calculated total energy (Ha): -856.19510

***

H18O9 | ωB97M-V/def2-TZVPD

```
27
Properties=species:S:1:pos:R:3:forces:R:3:lowdin_charge:R:1
O -0.405664 2.288962 1.646088 0.730 -3.005 0.970 -0.200
H 0.530832 1.944382 1.184339 -2.792 0.685 1.342 0.027
H -0.652827 1.456566 2.236087 0.851 2.309 -1.614 0.077
O 1.506173 1.381465 0.297220 -2.848 -1.999 -2.065 -0.030
H 0.879355 1.501416 -0.552881 1.061 -0.903 1.014 0.108
H 2.034281 2.117370 0.225303 2.525 2.656 -0.159 0.038
O -0.591135 -0.705302 2.223443 -2.701 -2.284 -1.540 -0.215
H -0.732491 -0.803428 1.126851 -0.596 0.160 3.415 0.102
H -1.373272 -1.308713 2.626925 2.723 2.177 -1.711 0.130
O -2.096902 1.465492 -0.284650 -0.996 2.629 0.940 -0.124
H -1.690905 1.938413 0.549700 0.140 -0.926 -1.224 0.076
H -2.866954 2.032523 -0.512909 0.612 -0.556 0.181 0.093
O -1.917342 -1.002643 -0.104911 1.385 -3.485 -1.340 -0.123
H -1.526738 -1.522316 -0.926223 -0.965 1.949 2.134 0.087
H -2.276371 -0.156745 -0.358311 0.039 0.695 -0.363 -0.028
O -0.016489 1.368787 -2.032634 -1.317 -1.433 0.327 -0.122
H -0.908894 1.632383 -1.662277 1.180 -0.257 -0.261 0.035
H -0.177327 0.361590 -2.192600 0.676 1.766 0.400 0.050
O -0.128242 -1.408764 -2.066339 1.583 -0.760 -0.485 -0.158
H 0.835041 -1.658483 -1.641681 -1.976 -0.081 -1.057 0.079
H -0.253486 -1.842370 -2.946875 0.586 0.397 1.233 0.087
O 1.975219 -1.121324 1.561556 -0.193 -2.230 1.082 -0.059
H 1.847352 -0.300225 1.126367 -0.399 1.658 -0.390 -0.019
H 1.174381 -1.299804 2.127219 0.637 0.702 -0.706 0.057
O 2.016925 -2.351483 -0.791226 2.164 1.665 0.380 -0.142
H 1.833103 -1.978183 0.170465 0.913 -0.585 -1.419 0.046
H 2.982376 -2.029566 -1.028047 -3.017 -0.946 0.915 0.128
```
Forces are in eV/Å.

Highest occupied orbital energy (eV): -10.71
ΔE to the lowest compared entry with this formula, charge and spin (kcal/mol): 55.6
Molar mass (Da): 162.13
LUMO level (hartree): 0.013
Kohn-Sham gap (eV): 11.061
Calculated total energy (Ha): -687.93711

***

C5H7N | ωB97M-V/def2-TZVPD

```
13
Properties=species:S:1:pos:R:3:forces:R:3:lowdin_charge:R:1
C -1.735250 0.389481 0.141966 -0.128 0.031 0.082 -0.046
N -0.416359 0.104147 -0.453391 -0.031 0.102 -0.083 -0.231
C 0.259072 -1.093285 0.038403 0.203 0.069 0.059 -0.111
C 1.522443 -0.739773 0.301567 -0.202 -0.113 -0.007 -0.089
C 1.700261 0.685500 0.030596 -0.079 0.219 -0.094 -0.196
C 0.572260 1.331650 -0.379134 0.246 -0.509 0.033 -0.041
H -1.604580 0.525346 1.215468 0.014 -0.003 -0.115 0.100
H -2.421120 -0.441085 -0.049855 0.102 0.109 0.041 0.090
H -2.114355 1.312231 -0.298606 0.072 -0.125 0.071 0.087
H -0.277306 -2.028753 0.125396 0.099 0.130 -0.036 0.108
H 2.283296 -1.420272 0.671613 -0.115 0.117 -0.067 0.101
H 2.657011 1.186603 0.143182 -0.203 -0.048 0.069 0.070
H -0.534753 0.026869 -1.466900 0.023 0.022 0.046 0.160
```
Forces are in eV/Å.

Highest occupied orbital energy (eV): -8.13
ΔE to the lowest compared entry with this formula, charge and spin (kcal/mol): 82.6
Molar mass (Da): 81.12
LUMO level (hartree): 0.029
Kohn-Sham gap (eV): 8.929
Calculated total energy (Ha): -249.34168

***

C4H6FO4Zn | ωB97M-V/def2-TZVPD

```
16
Properties=species:S:1:pos:R:3:forces:R:3:mulliken_spin:R:1
O -1.107009 -0.481156 0.188840 0.324 -0.277 -0.789 -0.064
C -1.676049 0.399772 -0.669078 -0.359 0.135 -0.038 0.001
C -0.628970 1.484226 -0.923677 0.241 -0.041 -0.232 -0.004
O 0.115471 1.546006 0.286151 -0.087 -0.067 -0.070 0.002
C 0.495182 0.306066 0.700401 0.829 1.081 0.401 0.088
O 1.468292 -0.179192 -0.089851 -0.727 -0.035 -0.312 0.002
O 0.506762 0.072659 1.945445 0.269 -0.246 -0.342 -0.058
C 1.911995 -1.501798 0.189536 0.125 -0.382 0.336 0.011
H -1.074630 2.465523 -1.108684 0.123 -0.253 0.091 0.000
F -2.801956 1.003994 -0.069379 0.256 -0.195 -0.071 0.003
H -2.045739 -0.073623 -1.590545 0.037 0.093 0.234 -0.001
H 0.021327 1.184973 -1.757646 -0.150 0.127 0.132 0.000
H 2.640733 -1.749534 -0.587700 -0.206 0.071 0.209 0.000
H 2.376234 -1.550722 1.182123 -0.060 0.046 -0.261 0.001
H 1.071093 -2.208049 0.159136 0.163 0.189 -0.097 -0.001
Zn -1.272737 -0.719144 2.144927 -0.777 -0.247 0.811 1.020
```
Forces are in eV/Å.

Multiplicity: 2
Highest occupied orbital energy (alpha / beta) (eV): -7.65 / -10.69
ΔE to the lowest compared entry with this formula, charge and spin (kcal/mol): 5.0
Molar mass (Da): 202.48
LUMO level (alpha / beta) (hartree): 0.020 / -0.029
Kohn-Sham gap (alpha / beta) (eV): 8.200 / 9.901
Calculated total energy (Ha): -2336.12908

***

C23H25F3NO7S3 | ωB97M-V/def2-TZVPD

```
62
Properties=species:S:1:pos:R:3:forces:R:3:lowdin_charge:R:1
C 3.349182 -0.354716 4.640540 0.114 -0.157 0.125 -0.065
C 2.405820 0.815128 4.534584 -0.739 -0.231 -0.075 -0.221
O 1.161007 0.256787 4.044205 1.155 0.422 0.635 -0.061
C 0.202971 1.180140 3.778838 -2.666 -1.698 -1.135 -0.512
C -0.995934 0.489821 3.191433 1.849 2.559 1.236 -0.195
C -1.970339 1.539561 2.935784 -1.421 0.180 0.267 -0.383
O -2.094521 2.198649 1.905753 0.005 0.029 0.648 0.038
C -2.980215 1.805179 4.075846 0.192 0.435 -0.137 -0.122
C -4.223916 0.964814 3.838710 -0.272 0.001 -0.189 -0.209
C -3.932400 -0.489486 3.427326 -0.455 -0.114 0.115 -0.210
C -2.785921 -1.217039 4.132181 0.109 -0.145 0.008 -0.186
C -1.325486 -0.791426 3.860589 0.349 -0.667 0.873 -0.177
O 0.337021 2.366014 4.021466 0.481 0.551 -0.140 0.064
H 4.332659 -0.025744 4.985315 -0.012 -0.030 -0.005 0.072
H 2.947990 -1.076964 5.360242 0.132 0.023 -0.134 0.079
H 3.467374 -0.858955 3.672638 -0.039 0.162 0.218 0.062
H 2.176706 1.275243 5.504616 0.341 0.022 -0.151 0.121
H 2.764431 1.593226 3.847025 -0.140 -0.201 0.143 0.113
H -2.523368 1.625391 5.053726 0.050 -0.273 -0.138 0.118
H -3.236106 2.869059 4.055064 -0.035 -0.067 -0.084 0.111
H -4.904321 1.001702 4.703412 0.274 -0.096 -0.046 0.102
H -4.772544 1.443950 3.017416 -0.005 -0.136 0.072 0.106
H -4.842726 -1.065522 3.642083 0.044 0.011 -0.139 0.097
H -3.812858 -0.543920 2.334548 0.221 0.051 0.245 0.115
H -2.888748 -1.190248 5.227411 -0.492 0.108 -0.264 0.106
H -2.879652 -2.276598 3.852753 0.013 0.167 0.141 0.100
H -0.811265 -1.616829 3.340737 -0.147 -0.124 -0.041 0.099
H -0.835140 -0.778155 4.850223 -0.060 -0.316 -0.202 0.110
F -0.156012 1.344388 -1.941555 0.921 -1.118 -0.502 0.071
C 0.805338 0.375733 -2.100356 0.052 0.773 -0.153 -0.762
F 0.707751 -0.093034 -3.370370 0.238 0.620 0.607 0.067
F 2.027679 0.962587 -1.964113 -1.536 -0.868 -0.209 0.101
S 0.421948 -0.979323 -0.923423 2.970 -2.181 -2.633 1.156
N 2.228099 -1.603131 -0.851354 -2.035 -0.066 -0.775 -0.470
S 2.845340 -2.796799 -1.964912 -0.150 0.343 0.240 0.642
C 4.212978 -1.922126 -2.723964 0.032 0.227 -0.404 -0.261
C 4.221868 -1.867027 -4.118163 0.077 0.047 0.211 -0.060
C 5.324236 -1.324261 -4.775534 0.229 0.134 0.138 -0.080
C 6.399709 -0.802027 -4.046649 -0.300 -0.078 0.288 -0.080
C 6.351466 -0.808208 -2.644036 -0.190 -0.138 -0.218 -0.065
C 5.259442 -1.375165 -1.980126 0.022 0.057 -0.021 -0.041
O 3.400625 -3.877187 -1.199316 -0.311 0.470 -0.154 -0.271
O 1.845036 -3.031696 -2.969316 0.383 0.193 0.521 -0.303
S 2.692477 -1.718283 0.797396 -0.293 2.227 2.660 0.624
C 2.143086 -0.098512 1.242099 -0.765 -0.309 0.803 -0.348
C 2.864040 1.089448 1.068556 0.138 0.783 -0.946 -0.084
C 2.136344 2.266344 0.845544 1.456 -0.264 0.456 -0.092
C 0.750435 2.240392 0.701256 -1.046 -0.418 -0.564 -0.075
C 0.075754 1.033683 0.820780 0.500 1.201 1.213 -0.190
C 0.762649 -0.023224 1.422754 0.519 -0.349 -0.563 -0.216
O 1.864139 -2.696660 1.459521 0.755 0.034 -0.771 -0.281
O 4.133298 -1.702505 0.905973 -0.382 -0.919 -0.687 -0.312
H 3.359766 -2.232676 -4.664801 0.158 -0.047 0.011 0.109
H 5.337380 -1.305733 -5.864504 0.009 0.034 0.247 0.103
H 7.262449 -0.367469 -4.559818 -0.334 -0.181 0.150 0.102
H 7.166885 -0.375266 -2.056769 -0.317 -0.162 -0.247 0.108
H 5.199564 -1.364939 -0.894484 0.095 -0.109 -0.197 0.090
H 3.952952 1.038942 1.076508 -0.228 0.245 -0.166 0.110
H 2.652513 3.219619 0.706469 -0.019 -0.335 0.257 0.102
H 0.168484 3.147720 0.479039 0.463 -0.512 -0.101 0.126
H -0.942711 0.880001 0.469824 0.081 0.396 0.773 0.112
H 0.261752 -0.849129 1.924078 -0.042 -0.195 -1.110 0.096
```
Forces are in eV/Å.

Net charge: -1
Highest occupied orbital energy (eV): -2.88
ΔE to the lowest compared entry with this formula, charge and spin (kcal/mol): 109.9
Molar mass (Da): 580.65
LUMO level (hartree): 0.063
Kohn-Sham gap (eV): 4.601
Calculated total energy (Ha): -2966.89065